(1)
C2H23NO10 | the ωB97M-V functional and the def2-TZVPD basis

Positions of all 36 atoms, in Å:
N  -1.78  -1.23  1.65
C  -0.65  -0.58  0.91
C  -1.05  0.32  -0.21
O  -0.18  0.72  -0.98
H  -1.49  -2.15  2.02
H  -1.83  -0.57  2.44
H  -0.04  -1.43  0.46
H  -0.05  0.02  1.58
H  -2.08  0.53  -0.39
O  -2.24  -1.24  -1.53
H  -3.16  -1.19  -1.42
H  -1.86  -1.84  -2.16
O  1.41  -2.21  -2.84
H  1.53  -1.83  -3.68
H  2.03  -1.87  -2.18
O  1.75  3.06  -1.10
H  0.89  2.52  -1.26
H  1.33  3.90  -0.84
O  -0.49  1.17  3.52
H  -1.33  1.57  3.33
H  0.26  1.79  3.57
O  -0.86  -3.65  -3.21
H  -0.03  -3.17  -3.09
H  -0.85  -4.22  -2.45
O  1.57  2.66  2.71
H  2.51  2.70  3.06
H  1.69  2.28  1.86
O  -3.56  1.66  1.09
H  -4.49  1.75  1.14
H  -3.27  0.76  1.04
O  2.26  0.76  0.07
H  1.37  0.44  -0.18
H  2.39  1.63  -0.37
O  3.42  -1.17  -1.22
H  2.98  -0.33  -0.84
H  3.90  -1.57  -0.51

Computed properties:
- Gap between HOMO and LUMO: 10.3 eV
- E_LUMO: 0.39 eV
- Structure (SMILES): NCC=O.O.O.O.O.O.O.O.O.O
- ΔE to the lowest compared entry with this formula, charge and spin: 316.3 kJ/mol
- F_max: 3.2 eV Å⁻¹



(2)
C5H34N2O11 | the ωB97M-V functional and the def2-TZVPD basis

Positions of all 52 atoms, in Å:
N  -2.37  -0.78  -0.82
C  -1.68  -1.27  -2.01
C  -0.31  -0.60  -2.05
C  0.26  -0.53  -3.51
C  1.60  -1.19  -3.45
C  1.52  -2.08  -2.20
N  0.63  -1.45  -1.21
H  -3.12  -1.45  -0.57
H  -1.84  -1.01  0.03
H  -2.32  -1.12  -2.88
H  -1.54  -2.40  -1.91
H  -0.38  0.41  -1.64
H  0.22  0.50  -3.88
H  -0.40  -1.08  -4.22
H  1.67  -1.86  -4.33
H  2.37  -0.42  -3.59
H  2.43  -2.26  -1.66
H  1.05  -3.05  -2.47
H  1.14  -0.82  -0.61
O  -1.85  3.86  0.83
H  -1.34  3.50  0.07
H  -2.63  3.31  0.91
O  -3.85  1.47  -0.19
H  -3.79  0.52  -0.47
H  -4.76  1.46  0.13
O  1.30  -0.59  1.85
H  2.11  -1.11  1.76
H  0.80  -0.85  1.07
O  -2.40  0.66  2.69
H  -3.01  0.03  3.08
H  -1.67  0.05  2.51
O  -1.12  2.18  -1.17
H  -1.79  2.49  -1.82
H  -1.77  1.67  -0.64
O  3.24  -0.42  -0.50
H  3.78  -0.75  -1.24
H  3.35  0.54  -0.62
O  -1.03  -1.59  3.11
H  -0.19  -1.13  2.99
H  -0.78  -2.53  2.98
O  3.83  0.63  2.41
H  3.53  1.54  2.44
H  3.01  0.13  2.34
O  0.47  2.76  2.60
H  0.35  2.51  3.51
H  -0.41  3.05  2.33
O  2.81  3.34  1.32
H  2.68  4.09  0.74
H  1.99  3.30  1.84
O  0.30  -3.69  2.29
H  0.41  -3.79  1.34
H  -0.51  -4.16  2.53

Computed properties:
- Gap between HOMO and LUMO: 9.6 eV
- E_LUMO: 0.07 eV
- Structure (SMILES): NC[C@@H]1CCCN1.O.O.O.O.O.O.O.O.O.O.O
- ΔE to the lowest compared entry with this formula, charge and spin: 254.3 kJ/mol
- F_max: 2.2 eV Å⁻¹



(3)
C6H12O2 | the ωB97M-V functional and the def2-TZVPD basis

Positions of all 20 atoms, in Å:
C  0.09  0.89  0.55
C  0.38  -0.41  0.14
C  2.34  0.23  0.09
C  0.02  -0.96  -1.21
C  -1.95  0.14  0.89
C  -3.00  0.07  0.09
O  -0.10  1.93  -0.28
O  3.00  -0.30  1.20
H  -0.63  1.64  -1.04
H  3.01  -1.26  1.13
H  0.43  1.21  1.53
H  0.46  -1.13  0.95
H  2.64  -0.21  -0.86
H  2.54  1.30  0.07
H  -2.10  0.14  1.98
H  -0.97  -1.40  -1.18
H  0.04  -0.19  -1.99
H  0.74  -1.73  -1.51
H  -4.03  0.00  0.44
H  -2.90  0.05  -1.00

Computed properties:
- Gap between HOMO and LUMO: 7.6 eV
- E_LUMO: 0.68 eV
- ΔE to the lowest compared entry with this formula, charge and spin: 638.3 kJ/mol
- F_max: 5.3 eV Å⁻¹



(4)
C11H13N3O5PSr | the ωB97M-V functional and the def2-TZVPD basis

Positions of all 34 atoms, in Å:
O  1.27  -1.16  -5.82
C  0.24  -1.36  -5.37
Sr  -1.79  -2.05  -0.82
O  -0.31  0.83  -2.75
C  -1.11  0.37  -1.99
C  -2.64  0.40  -2.20
O  -3.34  1.25  -1.64
C  -4.52  -0.95  -3.08
O  -5.46  -1.46  -3.54
C  -3.11  -0.51  -3.26
O  -2.56  -0.69  -4.36
H  -1.22  -3.66  -0.48
C  1.77  1.96  1.52
N  0.44  1.64  2.10
C  0.61  0.66  3.20
N  1.28  -0.57  2.73
C  2.59  -0.22  2.14
N  2.46  0.75  1.04
C  1.81  0.17  -0.14
P  0.08  -0.32  0.26
C  -0.53  1.22  1.10
C  0.44  -1.34  1.81
H  2.39  2.41  2.32
H  1.64  2.66  0.68
H  -0.38  0.40  3.60
H  1.24  1.12  3.97
H  3.07  -1.14  1.76
H  3.20  0.24  2.93
H  1.82  0.90  -0.96
H  2.38  -0.71  -0.47
H  -1.50  1.00  1.57
H  -0.68  2.01  0.35
H  0.95  -2.27  1.52
H  -0.51  -1.60  2.31

Computed properties:
- Net charge: +1
- Gap between HOMO and LUMO (alpha / beta): 6.1 / 5.6 eV
- E_LUMO (alpha / beta): -5.53 / -5.78 eV
- ΔE to the lowest compared entry with this formula, charge and spin: 495.3 kJ/mol
- F_max: 4.0 eV Å⁻¹



(5)
H11O5S | the ωB97M-V functional and the def2-TZVPD basis

Positions of all 17 atoms, in Å:
S  -0.10  -0.47  -0.15
H  -0.90  -1.01  0.65
H  3.05  -1.88  0.30
H  3.50  -1.31  -1.17
O  3.76  -1.84  -0.41
H  1.98  2.72  1.55
H  1.54  1.49  0.62
O  2.10  1.82  1.31
H  -1.87  2.09  -2.04
H  -0.70  1.43  -1.47
O  -0.94  1.96  -2.28
H  -4.76  0.36  -1.07
H  -3.54  -0.39  -1.68
O  -4.33  0.09  -1.94
H  0.52  -0.92  2.72
H  -0.03  -2.25  2.26
O  0.69  -1.88  2.81

Computed properties:
- Net charge: -1
- Gap between HOMO and LUMO: 7.2 eV
- E_LUMO: 3.25 eV
- ΔE to the lowest compared entry with this formula, charge and spin: 163.2 kJ/mol
- F_max: 2.9 eV Å⁻¹



(6)
BCsH4 | the ωB97M-V functional and the def2-TZVPD basis

Positions of all 6 atoms, in Å:
Cs  0.43  1.85  -1.96
B  -0.10  -0.39  0.40
H  0.82  0.15  0.20
H  -0.43  -0.76  -0.56
H  0.13  -1.13  1.15
H  -0.86  0.28  0.78

Computed properties:
- Gap between HOMO and LUMO: 7.6 eV
- E_LUMO: -0.84 eV
- ΔE to the lowest compared entry with this formula, charge and spin: 125.7 kJ/mol
- F_max: 4.8 eV Å⁻¹



(7)
C4H5AgLiO2 | the ωB97M-V functional and the def2-TZVPD basis

Positions of all 13 atoms, in Å:
C  -1.13  -0.78  -1.07
C  -0.50  -1.29  0.17
C  0.81  -0.55  0.15
C  0.96  0.74  0.58
O  2.05  1.41  0.64
O  -2.03  0.07  -1.11
Li  -3.05  1.09  -0.01
Ag  3.33  3.67  1.05
H  -0.65  -1.08  -2.03
H  -0.40  -2.39  -0.01
H  -1.10  -1.10  1.07
H  1.67  -1.06  -0.30
H  0.04  1.29  0.88

Computed properties:
- Gap between HOMO and LUMO (alpha / beta): 3.3 / 5.1 eV
- E_LUMO (alpha / beta): -1.82 / -1.83 eV
- Multiplicity: 2
- ΔE to the lowest compared entry with this formula, charge and spin: 65.9 kJ/mol
- F_max: 2.6 eV Å⁻¹



(8)
C6H13NS | the ωB97M-V functional and the def2-TZVPD basis

Positions of all 21 atoms, in Å:
C  2.01  0.57  0.63
C  1.01  1.14  1.25
C  0.40  0.23  2.33
C  0.61  2.57  1.23
H  2.75  0.89  -0.19
H  2.13  -0.44  0.85
H  0.92  0.64  3.24
H  0.94  -0.78  2.10
H  -0.67  0.26  2.41
H  1.55  3.17  0.90
H  -0.23  2.88  0.65
H  0.46  2.94  2.28
S  -3.46  -1.08  -2.33
N  -1.78  -0.76  -2.78
C  -0.74  -1.74  -2.74
C  -0.65  -0.52  -1.91
H  -3.64  -2.03  -3.20
H  -0.20  -1.75  -3.66
H  -0.86  -2.69  -2.30
H  -0.72  -0.44  -0.81
H  -0.14  0.28  -2.34

Computed properties:
- Gap between HOMO and LUMO: 9.0 eV
- E_LUMO: 0.87 eV
- Structure (SMILES): C=C(C)C.SN1CC1
- ΔE to the lowest compared entry with this formula, charge and spin: 383.3 kJ/mol
- F_max: 3.7 eV Å⁻¹